Entry from the Open Molecules 2025 dataset: a molecular structure, C22H38BN7O2PReS at a distorted geometry (the ωB97M-V functional and the def2-TZVPD basis).

Output
Orbital gap (spin up / spin down) ... 5.75 / 6.07 eV
Energy above the lowest of the compared OMol25 structures with the same formula, charge and spin ... 80.3 kJ/mol
E_HOMO (spin up / spin down) ... -0.6069 / -0.6118 hartree
Multiplicity ... 2
Total charge ... +3
Molecular weight ... 692.7 Da
Maximum force ... 1.60 eV/A

```
73
Properties=species:S:1:pos:R:3:forces:R:3
Re 0.0274 0.4393 -0.0953 1.486 -0.278 0.512
C 4.8305 0.5119 3.9972 -0.002 0.018 -0.042
C 4.3445 -0.6649 3.1664 0.002 0.094 -0.053
N 3.8623 -0.2336 1.8369 0.052 0.001 0.007
C 2.6005 -0.0078 1.5323 0.128 -0.074 0.267
S 2.3010 0.5666 -0.1536 -1.347 0.108 -0.113
N 1.6426 -0.1589 2.4080 -0.065 0.033 -0.187
N 0.3986 0.0079 1.8825 -0.022 0.049 -0.268
C -0.6307 -0.0397 2.6860 0.003 -0.046 0.042
C -0.5108 -0.2023 4.1542 -0.114 0.000 0.044
C -1.9405 -0.0093 2.0112 0.100 -0.010 -0.103
C -3.1282 -0.2006 2.6820 -0.127 -0.035 0.114
C -4.3098 -0.3077 1.9555 -0.013 -0.014 0.087
C -4.2757 -0.2215 0.5709 -0.071 -0.036 0.004
C -3.0676 0.0192 -0.0430 0.103 0.097 0.162
N -1.9195 0.1431 0.6545 -0.148 0.224 -0.329
H 5.2185 0.1486 4.9481 -0.019 0.006 -0.010
H 4.0194 1.2115 4.2010 0.011 -0.005 0.003
H 5.6365 1.0453 3.4914 -0.020 -0.013 0.024
H 3.5253 -1.1849 3.6537 -0.030 -0.046 -0.015
H 5.1479 -1.3782 2.9918 -0.006 -0.016 -0.032
H 4.5576 -0.0302 1.1340 0.013 -0.021 -0.003
H 0.5238 -0.1257 4.4652 0.022 0.006 0.007
H -0.8996 -1.1788 4.4596 0.017 0.012 -0.023
H -1.1056 0.5571 4.6675 0.007 -0.013 -0.014
H -3.1325 -0.2886 3.7594 -0.029 -0.023 -0.019
H -5.2471 -0.4749 2.4716 0.017 0.007 -0.013
H -5.1711 -0.3370 -0.0241 0.009 0.015 0.018
H -2.9900 0.0990 -1.1183 0.048 0.009 -0.006
C 0.6515 4.6785 -3.5832 -0.012 -0.026 0.149
N -0.4931 3.7850 -4.1157 0.010 -0.051 0.006
C -1.8193 4.3703 -3.5803 0.018 -0.019 0.165
N -1.7868 4.4390 -2.1597 -0.098 0.010 -0.080
C -0.6720 5.2644 -1.6930 0.011 -0.092 -0.043
N 0.6065 4.7299 -2.1631 0.060 0.022 -0.083
C 0.9722 3.4723 -1.5276 -0.124 -0.057 -0.207
P -0.2908 2.1409 -1.8848 -0.158 0.584 0.451
C -0.3131 2.3419 -3.7307 0.063 -0.261 0.010
C -1.8321 3.1275 -1.5237 0.142 -0.057 -0.255
H 0.4899 5.6646 -4.0146 -0.034 0.024 -0.026
H 1.5884 4.2658 -3.9520 0.019 -0.048 -0.004
H -0.5012 3.8360 -5.1382 0.005 0.022 0.001
H -2.6247 3.7344 -3.9421 -0.020 -0.041 -0.009
H -1.9120 5.3627 -4.0176 0.039 0.035 -0.025
H -0.6737 5.2954 -0.6057 -0.004 0.013 0.021
H -0.7979 6.2805 -2.0644 0.008 0.007 -0.038
H 1.0781 3.6102 -0.4521 -0.053 0.039 0.046
H 1.9402 3.1333 -1.9021 0.050 -0.018 0.031
H -1.1253 1.7604 -4.1652 -0.049 0.008 -0.040
H 0.6235 1.9798 -4.1535 0.046 0.018 -0.054
H -1.9572 3.2381 -0.4452 0.038 0.049 0.019
H -2.6984 2.5746 -1.8939 -0.046 -0.007 0.038
C 1.6609 -4.3238 -1.3520 0.045 0.062 -0.061
C 0.8537 -3.8781 -0.1505 -0.060 0.031 -0.076
C 1.2367 -4.6631 1.0834 0.042 -0.046 0.028
O 1.2255 -2.4519 0.0914 -0.146 0.058 0.001
B 0.1857 -1.7244 -0.3390 0.079 -0.529 -0.006
O -0.9242 -2.3636 -0.7537 0.120 0.162 -0.091
C -0.6999 -3.8073 -0.4177 0.079 0.001 0.077
C -1.5436 -4.0661 0.8164 -0.045 0.115 0.022
C -1.1796 -4.6357 -1.5851 -0.039 0.008 -0.039
H 2.7219 -4.2533 -1.1149 -0.013 0.001 -0.017
H 1.4611 -3.7018 -2.2265 -0.008 -0.042 0.014
H 1.4381 -5.3604 -1.6042 0.024 0.023 0.006
H 2.3220 -4.6998 1.1694 -0.014 0.004 0.011
H 0.8746 -5.6899 1.0036 0.035 0.029 0.000
H 0.8322 -4.2203 1.9923 -0.011 -0.027 -0.021
H -1.2490 -3.4166 1.6457 -0.006 -0.047 -0.016
H -1.4531 -5.1016 1.1422 -0.007 0.025 -0.004
H -2.5907 -3.8778 0.5769 0.013 -0.008 0.017
H -0.6787 -4.3661 -2.5124 -0.005 -0.021 0.021
H -2.2522 -4.4950 -1.7167 0.010 -0.023 0.010
H -1.0016 -5.6942 -1.3872 -0.010 0.022 -0.014
```
Positions in Å, forces in eV/Å.

Charges obtained by Mulliken population analysis, quoted in units of e:
1. Re 0.724
2. C -1.073
3. C -0.430
4. N -0.135
5. C 0.579
6. S -0.525
7. N -1.293
8. N 0.782
9. C 0.890
10. C -1.815
11. C 0.640
12. C -0.871
13. C -0.600
14. C -0.931
15. C -0.325
16. N -0.091
17. H 0.364
18. H 0.313
19. H 0.324
20. H 0.256
21. H 0.408
22. H 0.232
23. H 0.374
24. H 0.414
25. H 0.452
26. H 0.550
27. H 0.481
28. H 0.503
29. H 0.640
30. C -0.753
31. N 0.005
32. C -0.780
33. N 0.182
34. C -0.891
35. N 0.192
36. C -1.215
37. P 1.901
38. C -1.123
39. C -1.139
40. H 0.360
41. H 0.380
42. H 0.353
43. H 0.375
44. H 0.363
45. H 0.372
46. H 0.299
47. H 0.482
48. H 0.512
49. H 0.483
50. H 0.489
51. H 0.549
52. H 0.468
53. C -1.907
54. C 1.351
55. C -1.824
56. O -0.171
57. B 0.806
58. O -0.689
59. C 1.575
60. C -1.773
61. C -1.772
62. H 0.506
63. H 0.317
64. H 0.410
65. H 0.450
66. H 0.397
67. H 0.311
68. H 0.195
69. H 0.431
70. H 0.476
71. H 0.378
72. H 0.447
73. H 0.385

---

Entry from the Open Molecules 2025 dataset: a molecular structure, C14H12Al2B2Br6O16 at a distorted geometry (the ωB97M-V functional and the def2-TZVPD basis).

Output
Orbital gap ... 1.83 eV
Energy above the lowest of the compared OMol25 structures with the same formula, charge and spin ... 2105.2 kJ/mol
E_HOMO ... -0.6900 hartree
Total charge ... +4
Molecular weight ... 991.2 Da
Maximum force ... 13.27 eV/A

```
52
Properties=species:S:1:pos:R:3:forces:R:3
Al -1.3738 -25.3701 6.3665 -0.549 1.031 0.484
Al -6.1419 -27.5862 0.2826 -0.843 2.729 -3.206
O -8.4202 -25.9105 3.1434 0.624 -1.144 -0.144
C -7.5539 -26.5223 3.7038 -1.653 1.112 -1.458
O -7.0952 -26.2963 4.8843 1.842 -0.309 2.138
B -5.8351 -27.0383 5.1102 -3.166 0.079 1.339
O -5.7221 -27.8828 3.9348 0.404 -1.496 0.327
C -6.6492 -27.5781 3.0788 -0.695 3.809 3.487
O -6.7382 -27.9165 1.9387 3.564 8.177 3.399
O -5.8532 -27.7894 6.4470 0.909 1.323 -2.869
C -4.8447 -27.3281 7.1433 -0.500 -0.775 5.412
O -4.5843 -27.6420 8.3203 0.059 1.478 -4.721
C -4.2013 -26.1596 6.3160 0.174 0.988 1.918
O -4.6997 -26.0065 5.1684 0.006 -0.519 0.369
O -3.1879 -25.5579 6.7605 -4.369 6.797 0.539
O -0.0817 -26.9795 4.4843 -4.226 1.605 5.416
C -1.1195 -27.5854 4.3645 -2.106 1.184 -2.204
O -1.5712 -28.1615 3.2700 0.485 -0.221 1.537
B -2.9229 -28.6923 3.5489 0.398 1.011 -1.233
O -3.2157 -28.2367 4.9240 -0.373 -0.273 0.778
C -2.2502 -27.5217 5.3708 1.591 -2.751 -1.534
O -2.1320 -26.9563 6.4350 4.456 -7.807 -0.664
O -2.9566 -30.1061 3.3337 -1.708 -1.415 -0.421
C -3.9624 -30.4104 2.5191 0.239 0.644 1.033
O -4.4390 -31.5320 2.2806 3.852 8.294 9.347
C -4.5088 -29.0939 1.9401 3.085 0.548 1.624
O -3.8715 -28.0954 2.5427 0.098 -1.686 -1.322
O -5.3479 -29.0124 1.0711 3.415 0.635 3.615
Br 1.4334 -28.8161 4.4903 0.896 -0.759 -0.674
C 1.2038 -27.4772 3.0103 3.153 0.672 -2.642
C 2.4886 -27.4540 2.2035 1.141 0.136 -0.621
Br 2.5477 -25.8384 1.0209 -0.178 -1.368 0.862
H 1.0258 -26.5361 3.5306 1.926 -0.195 -2.049
H 0.4029 -27.7361 2.3178 -0.035 -0.117 0.561
H 2.5691 -28.3560 1.5968 -0.328 0.092 -0.601
H 3.4308 -27.4810 2.7509 -0.283 0.617 0.367
Br -5.2446 -30.5191 -0.3825 -10.129 1.459 -5.719
C -6.2242 -31.4201 1.1492 -7.001 -0.011 -0.132
C -7.7131 -31.0823 1.2025 -0.876 0.423 -1.771
Br -8.0812 -29.1499 1.4472 -6.996 -8.355 -3.049
H -5.5507 -31.2564 1.9905 -3.945 1.208 -1.160
H -6.2642 -32.5075 1.0863 0.210 0.058 -1.348
H -8.2912 -31.5681 1.9885 0.731 -0.258 0.523
H -8.2356 -31.4283 0.3106 0.045 0.134 -0.234
Br -3.6695 -31.6480 -0.1784 11.201 -6.939 -1.575
C -3.7731 -32.9541 1.2679 2.647 -6.816 -1.153
C -2.9717 -34.1955 0.7998 -1.071 -0.147 -0.048
Br -2.7254 -35.4426 2.2863 -0.110 0.913 0.018
H -4.8290 -33.1268 1.4761 0.861 -1.194 -0.752
H -3.4389 -32.3926 2.1403 2.716 -2.622 -1.004
H -1.9923 -33.9557 0.3859 -0.162 -0.183 -0.128
H -3.6418 -34.7920 0.1808 0.577 0.206 -0.658
```
Positions in Å, forces in eV/Å.

Charges obtained by Mulliken population analysis, quoted in units of e:
1. Al 0.739
2. Al -0.498
3. O -0.481
4. C 0.176
5. O -0.555
6. B 1.455
7. O -0.448
8. C 0.845
9. O 0.112
10. O -0.387
11. C 0.470
12. O -0.511
13. C 1.112
14. O -0.445
15. O -0.420
16. O -0.682
17. C 1.045
18. O -0.648
19. B 1.244
20. O -0.244
21. C 0.281
22. O -0.475
23. O -0.615
24. C 0.220
25. O -0.708
26. C 0.961
27. O -0.843
28. O 0.219
29. Br 0.050
30. C -0.557
31. C -0.695
32. Br 0.066
33. H 0.453
34. H 0.474
35. H 0.479
36. H 0.481
37. Br 0.353
38. C -0.051
39. C -1.173
40. Br 0.058
41. H 0.359
42. H 0.681
43. H 0.535
44. H 0.523
45. Br 0.385
46. C -0.432
47. C -0.723
48. Br 0.018
49. H 0.363
50. H 0.525
51. H 0.508
52. H 0.399

---

Entry from the Open Molecules 2025 dataset: 3 unconnected molecules or ions with the total composition C3H14NO2 at a distorted geometry (the ωB97M-V functional and the def2-TZVPD basis).

Output
Orbital gap ... 12.96 eV
Energy above the lowest of the compared OMol25 structures with the same formula, charge and spin ... 122.1 kJ/mol
E_HOMO ... -0.5851 hartree
Total charge ... +1
Molecular weight ... 96.1 Da
Maximum force ... 3.44 eV/A

```
20
Properties=species:S:1:pos:R:3:forces:R:3
C 2.0399 0.4993 -0.7818 2.703 0.094 0.735
C 0.8763 -0.2807 -1.2181 -2.142 0.386 -1.332
N -0.3534 -0.2197 -0.3331 2.182 2.611 0.506
C -1.4420 -1.1582 -0.6900 -1.037 1.016 -1.981
H 2.1031 1.5822 -1.0845 -0.238 -1.263 0.067
H 2.8950 -0.1218 -1.2415 -0.799 1.585 0.726
H 2.2010 0.4654 0.3169 -0.012 -0.089 -0.510
H 1.1142 -1.3209 -1.3685 -0.059 -0.308 -0.078
H 0.5225 0.1987 -2.1379 0.120 -0.788 -0.315
H 0.0656 -0.2083 0.6207 -1.139 -1.047 -0.003
H -0.6355 0.8189 -0.3449 -0.432 -1.748 -0.056
H -1.6607 -1.9445 0.0479 0.719 0.177 -0.498
H -2.3539 -0.5077 -0.7197 0.596 -0.821 -0.078
H -1.2196 -1.4757 -1.8048 -0.601 0.119 2.524
H -0.7683 2.4127 1.3772 -0.972 -0.437 -0.479
H -2.1251 2.6319 0.6856 -0.603 0.636 -0.143
O -1.4916 1.9542 0.8825 1.579 0.038 0.626
H 0.2834 -1.7623 2.2698 0.110 -0.199 -0.357
H -0.0666 -0.7261 3.2323 -0.219 0.687 0.771
O 0.0155 -0.8373 2.2919 0.242 -0.649 -0.124
```
Positions in Å, forces in eV/Å.

Charges obtained by Mulliken population analysis, quoted in units of e:
1. C -1.049
2. C -0.551
3. N 0.003
4. C -0.825
5. H 0.307
6. H 0.312
7. H 0.300
8. H 0.504
9. H 0.413
10. H 0.265
11. H 0.440
12. H 0.293
13. H 0.327
14. H 0.328
15. H 0.326
16. H 0.297
17. O -0.655
18. H 0.296
19. H 0.279
20. O -0.609